DFT (ωB97M-V/def2-TZVPD) results for one molecule with the formula C8H11BINO7P2 in a non-equilibrium geometry.

Atoms and positions in Å:
C -2.1721 -2.0381 1.6384
P -2.6306 -0.8176 0.3315
O -2.8284 -1.7311 -1.0419
C -1.1107 0.1676 0.0229
C 0.1656 -0.1886 0.2110
C 0.6789 -1.5747 0.3337
P 0.4372 -2.5122 -1.1820
O -0.0046 -1.7379 -2.3375
O -0.4985 -3.7566 -0.8499
O 1.8891 -3.1392 -1.4279
C 1.1786 0.8897 0.3750
O 2.2749 0.6292 0.8427
C 0.8297 2.2782 0.0567
B 1.9277 3.4145 0.2817
N 1.8009 4.2289 1.4910
O 2.9476 3.6040 -0.5911
C -0.3752 2.5803 -0.3990
I -0.9057 4.5158 -0.9634
C -1.4240 1.5245 -0.4977
O -2.4906 1.7375 -1.0701
H -1.6068 -2.8545 1.2028
H -1.6066 -1.5440 2.4161
H -3.0876 -2.4630 2.0190
H -3.6484 -2.2074 -0.8941
H 0.3657 -2.1087 1.2208
H 1.7602 -1.5025 0.3981
H -1.0722 -3.8538 -1.6171
H 1.8150 -3.7333 -2.1802
H 1.6002 5.1958 1.2743
H 2.6689 4.2071 2.0085
H 3.1216 2.7902 -1.0724

Properties
DFT total energy, Eh: -1898.30443
Net charge: 0
SMILES string: CP(O)C1=C(CP(=O)(O)O)C(=O)C(B(N)O)=C(I)C1=O